No. 1
The following is a quantum chemistry calculation of an isolated ion of composition C23H35N4O3 and charge +1, from the Open Molecules 2025 dataset.

XYZ file:
```
65
Properties=species:S:1:pos:R:3:forces:R:3
C 2.4121 2.5520 -4.7277 -0.052 -0.256 -0.035
C 1.4605 1.3720 -4.8798 -0.091 0.274 0.068
C 0.0016 1.8204 -4.8206 0.006 -0.587 -0.043
C -0.9861 0.6718 -5.0324 0.001 0.694 -0.229
H -0.7593 0.1538 -5.9674 -0.071 -0.024 0.058
H -2.0062 1.0628 -5.0867 0.115 -0.103 -0.077
O -0.9949 -0.2240 -3.9287 0.266 -0.413 0.222
C -0.1212 -1.2847 -3.9213 -0.046 -0.145 0.030
C 0.0514 -2.1139 -5.0196 -0.146 0.164 0.050
C 0.9254 -3.1856 -4.9743 0.071 -0.014 0.032
C 1.6290 -3.4430 -3.8152 0.048 -0.066 -0.052
C 1.4388 -2.6462 -2.6988 -0.030 0.022 0.004
C 0.5646 -1.5643 -2.7214 -0.135 0.046 -0.203
N 0.4027 -0.6955 -1.6245 0.143 0.315 -0.078
C -0.9223 -0.4130 -1.1376 -0.301 -0.241 0.080
C -1.3538 -1.4340 -0.0734 -0.350 0.274 -0.655
N -0.4020 -1.3791 1.0562 0.020 0.356 0.201
C 0.9542 -1.7119 0.5639 0.743 0.092 -0.407
C 1.3440 -0.7119 -0.5394 0.058 -0.169 0.133
H 1.3662 0.2912 -0.0962 0.074 -0.057 0.005
H 2.3425 -0.9373 -0.9120 -0.013 0.015 0.103
H 0.9426 -2.7345 0.1798 -0.089 0.034 0.101
H 1.6620 -1.6450 1.3914 -0.141 -0.016 0.075
C -0.7759 -2.2127 2.2203 -0.327 -0.293 0.513
C -2.1296 -1.8679 2.8445 0.096 0.263 -0.132
H -2.1983 -2.4213 3.7823 -0.008 -0.052 -0.043
H -2.9460 -2.2119 2.2092 -0.026 -0.057 0.026
C -2.3590 -0.3802 3.1354 -0.168 -0.245 -0.053
N -1.3411 0.2130 3.9750 -0.044 0.078 -0.305
C -1.5209 0.4785 5.3258 0.251 0.077 0.063
O -2.4598 0.1254 5.9751 -0.162 -0.015 0.199
C -0.2830 1.2524 5.7432 -0.095 -0.078 0.540
N 0.4542 1.4016 4.5015 0.136 -0.192 0.122
C -0.2324 0.8831 3.4736 -0.030 -0.423 0.086
O 0.0605 0.9153 2.2831 0.082 0.363 -0.290
C 1.1459 2.6759 4.4837 0.156 0.392 -0.156
H 2.0881 2.5736 5.0265 -0.016 0.044 -0.092
H 1.3452 2.9799 3.4574 0.064 -0.038 0.057
C 0.1662 3.5939 5.2245 0.071 -0.044 0.005
H -0.5875 3.9636 4.5283 0.027 0.018 -0.022
H 0.6670 4.4476 5.6723 -0.021 0.077 -0.022
C -0.4802 2.6843 6.2848 -0.079 0.048 0.009
H 0.0200 2.7908 7.2449 -0.050 -0.035 0.014
H -1.5358 2.9075 6.4277 0.009 -0.002 0.079
H 0.2821 0.6399 6.4546 -0.122 0.020 -0.066
H -2.4172 0.2047 2.2122 -0.042 -0.022 0.098
H -3.3052 -0.2787 3.6739 0.104 0.054 -0.122
H -0.7853 -3.2613 1.9115 0.132 0.107 -0.047
H 0.0102 -2.0859 2.9693 0.040 0.006 -0.149
H -0.3335 -0.3727 1.4071 -0.093 -0.463 -0.077
H -1.3435 -2.4434 -0.4935 0.015 -0.005 0.118
H -2.3591 -1.2036 0.2754 0.046 -0.033 0.117
H -0.9228 0.5894 -0.6935 -0.096 0.008 -0.014
H -1.6266 -0.4233 -1.9664 -0.025 0.045 0.205
H 2.0045 -2.8759 -1.8089 0.023 0.008 0.113
H 2.3218 -4.2684 -3.7678 0.064 -0.081 0.004
H 1.0528 -3.8108 -5.8433 0.009 -0.063 -0.091
H -0.4992 -1.9171 -5.9264 -0.072 0.040 -0.061
H -0.1993 2.2814 -3.8515 -0.071 0.093 0.009
H -0.1813 2.5665 -5.5960 -0.045 0.091 -0.023
H 1.6533 0.6480 -4.0853 0.012 -0.070 -0.042
H 1.6479 0.8755 -5.8347 0.002 -0.106 0.001
H 2.2554 3.2739 -5.5254 0.023 0.127 -0.065
H 2.2508 3.0538 -3.7760 0.017 0.101 0.100
H 3.4449 2.2155 -4.7686 0.131 0.062 0.009
```
Positions in Å, forces in eV/Å.

Output
Maximum force ... 0.852 eV/A
Gap between HOMO and LUMO ... 0.306 Ha
E ... -1342.00479 a.u.
SMILES ... CCCCOc1ccccc1N1CC[NH+](CCCN2C(=O)[C@@H]3CCCN3C2=O)CC1
Net charge ... +1
HOMO energy ... -10.41 eV

***

No. 2
The following is a quantum chemistry calculation of one molecule with the formula C2H3ClN2O4 in a non-equilibrium geometry, from the Open Molecules 2025 dataset.

XYZ file:
```
12
Properties=species:S:1:pos:R:3:forces:R:3
C 1.6268 0.9959 0.3814 2.046 -1.883 3.427
C -1.2274 -0.4234 -0.4311 -0.864 -1.127 -0.300
N -0.4577 0.6185 -0.2741 -0.745 -3.964 1.995
N -1.1133 -1.7624 0.2406 -0.382 1.920 -1.741
O 0.3786 0.5310 0.7923 -0.777 -0.109 1.300
O -1.6085 -2.6674 -0.3903 0.140 -0.312 0.529
O -0.4562 1.5360 -0.9928 0.415 4.046 -2.205
O -0.5399 -1.7717 1.2802 0.462 -0.988 1.401
Cl -2.3137 -0.2903 -1.7002 -0.580 -0.297 -0.408
H 1.9907 0.2391 -0.2828 0.907 0.051 -0.656
H 1.4712 1.9271 0.0249 0.302 2.958 -1.642
H 2.2496 1.0676 1.3520 -0.926 -0.294 -1.700
```
Positions in Å, forces in eV/Å.

Output
Maximum force ... 4.627 eV/A
Gap between HOMO and LUMO ... 0.335 Ha
E ... -948.39729 a.u.
SMILES ... CO/[N+]([O-])=C(/Cl)[N+](=O)[O-]
Net charge ... 0
HOMO energy ... -9.72 eV

***

No. 3
The following is a quantum chemistry calculation of a 2-piece molecular cluster, C3H7ClNS overall in a non-equilibrium geometry, from the Open Molecules 2025 dataset.

XYZ file:
```
13
Properties=species:S:1:pos:R:3:forces:R:3
C -0.7053 -0.6345 0.1302 -0.157 2.627 -1.656
C 0.8165 0.8709 -0.5648 -3.752 0.762 1.578
C -1.9954 -0.0889 0.6855 -0.615 -0.894 -1.824
N 1.9206 0.1352 -0.4770 -2.115 1.060 2.684
S -0.0607 -2.0355 -0.1447 0.468 -0.925 0.024
Cl -1.3188 0.8237 2.0246 -0.681 0.005 0.934
H 0.3674 1.4248 0.3513 1.791 -0.792 -1.708
H 0.3826 1.2633 -1.5163 0.783 -0.832 0.657
H -2.6198 0.5672 0.0306 1.450 0.151 0.001
H -2.7873 -0.8529 0.7861 0.675 -0.056 1.493
H 2.2844 0.1001 0.4527 0.640 -0.220 0.376
H 2.5130 -0.0991 -1.1736 2.130 -0.444 -2.939
H 1.2028 -1.4742 -0.5846 -0.618 -0.442 0.380
```
Positions in Å, forces in eV/Å.

Output
Maximum force ... 4.141 eV/A
Gap between HOMO and LUMO ... 0.321 Ha
E ... -1031.25059 a.u.
Net charge ... +1
HOMO energy ... -13.71 eV

***

No. 4
The following is a quantum chemistry calculation of one molecule with the formula CH2ClF2NS in a non-equilibrium geometry, from the Open Molecules 2025 dataset.

XYZ file:
```
8
Properties=species:S:1:pos:R:3:forces:R:3
C -0.3682 -0.4075 0.0805 1.067 -1.561 -1.745
N -1.3532 0.2720 0.6362 -4.577 1.473 2.963
F -4.3491 0.9215 -0.6982 0.477 -0.310 1.466
F -3.5810 -1.1849 -0.2678 0.069 0.634 1.213
S -3.4201 0.2163 0.5180 3.251 -0.583 -3.696
Cl -0.4888 -2.2779 -0.0740 -0.057 0.309 -0.031
H 0.4011 -0.2952 0.8699 -0.134 0.151 -0.234
H 0.0413 -0.0809 -0.8836 -0.096 -0.114 0.064
```
Positions in Å, forces in eV/Å.

Output
Maximum force ... 5.648 eV/A
Gap between HOMO and LUMO (spin up / spin down) ... 0.290 / 0.299 Ha
E ... -1151.99084 a.u.
Net charge ... 0
HOMO energy (spin up / spin down) ... -9.56 / -9.90 eV

***

No. 5
The following is a quantum chemistry calculation of C22H38NiO3P2S as an isolated structure in a non-equilibrium geometry, from the Open Molecules 2025 dataset.

XYZ file:
```
67
Properties=species:S:1:pos:R:3:forces:R:3
P 1.2694 -1.5519 -1.9495 -0.916 -3.428 -2.964
P 1.5878 1.4346 -1.8571 -1.571 2.374 -2.130
C 1.1787 -0.6794 -3.6041 0.568 0.136 0.454
C 2.0697 0.5302 -3.4707 0.059 1.359 0.782
H 0.1293 -0.4421 -3.8439 0.243 0.163 0.424
H 1.5154 -1.3067 -4.4252 0.126 -0.253 0.034
H 3.1446 0.2748 -3.3748 -0.360 0.051 -0.631
H 1.8521 1.2963 -4.2142 0.756 -0.105 -0.401
C 0.3991 2.5813 -2.6256 -0.284 1.357 -0.409
H -0.1219 3.1980 -1.8724 0.235 -0.266 -0.265
H -0.3745 2.1616 -3.3052 0.851 -0.287 0.719
H 0.9929 3.2674 -3.2784 -0.264 -0.338 0.563
C 3.0378 2.5173 -1.4283 -0.270 1.759 -0.972
H 2.8538 3.2150 -2.2802 1.110 0.063 0.541
H 4.0946 2.1466 -1.4586 -1.048 -0.034 -0.044
H 2.8864 3.1144 -0.4968 -0.030 -0.815 -0.561
C 0.3334 -3.0194 -2.8276 -0.376 0.121 1.117
H 0.0559 -3.7685 -2.0847 -0.059 -0.012 -0.222
H 0.9999 -3.4863 -3.5522 0.204 0.303 0.139
H -0.5485 -2.6445 -3.3436 -0.014 -0.065 0.264
C 2.7959 -2.5917 -1.9784 0.449 -0.094 -0.951
H 3.6919 -1.9835 -1.8437 -0.246 -0.624 -0.295
H 2.9197 -3.2336 -2.8438 -0.220 0.043 -0.334
H 2.6723 -3.2439 -1.1092 0.198 0.118 -0.196
Ni 2.6681 0.0046 -0.9806 1.011 -2.908 4.373
C -2.5258 0.9172 -2.4553 -0.304 -0.306 -0.616
C -3.1485 0.5946 -3.5873 -0.031 -0.197 -0.103
C -4.4139 -0.1990 -3.6356 -0.070 -1.831 0.678
C -4.4671 -1.4672 -2.6660 -0.202 0.994 -0.730
C -3.2898 -2.3518 -2.5183 1.748 -2.072 1.527
C -2.2996 -2.2383 -1.5769 -2.108 0.444 -0.387
C -2.1001 -0.9991 -0.6842 0.412 -2.593 -0.045
C -2.6187 0.3707 -1.0834 0.495 0.271 1.279
C 3.6071 -1.3492 0.2143 0.846 0.524 -0.270
H -1.8955 1.7748 -2.4296 0.586 0.128 -0.667
H -2.7633 0.9779 -4.5318 -0.311 0.445 0.169
H -4.7517 -0.5422 -4.6267 0.411 0.524 0.198
H -5.1739 0.4331 -3.1834 -0.341 0.253 -0.482
H -4.6838 -1.0491 -1.6785 -0.448 -0.402 -0.143
H -5.2629 -2.1375 -3.0536 0.054 0.749 0.616
H -3.4454 -3.3746 -2.9521 0.563 1.001 0.072
H -1.6592 -3.0999 -1.2737 -0.726 0.821 -0.620
H -1.0026 -1.0493 -0.5423 -0.410 0.805 0.226
H -2.5156 -1.2433 0.3367 0.434 0.200 -0.897
H -3.5579 0.5314 -0.5589 -0.270 0.230 -0.245
H -1.8649 0.9654 -0.5785 -0.357 0.560 0.699
H 3.8556 -0.8762 1.1529 0.069 0.196 0.149
H 4.4916 -1.7512 -0.3124 -0.244 0.207 0.748
H 2.8652 -2.1275 0.3612 0.129 0.191 0.309
C -0.6871 2.0631 8.6773 0.158 -0.137 0.001
C -0.1597 1.5559 7.3604 0.368 0.122 -0.455
C -0.5845 0.3108 6.8538 0.283 0.581 -0.215
C -0.1067 -0.1496 5.6274 0.242 0.741 -0.059
C 0.8672 0.5814 4.8731 -1.319 1.068 2.456
C 1.2052 1.8719 5.3710 -0.039 -0.311 -0.257
C 0.7493 2.3335 6.5987 -0.753 -0.469 0.406
S 1.4192 0.9159 1.9811 -0.528 -1.055 2.145
O 1.4151 0.0500 3.8407 0.521 -0.174 -2.646
O 0.9105 -0.3491 1.3873 1.364 1.321 -0.535
O 2.8530 1.2558 1.9716 -0.827 -0.682 -1.049
H -1.7624 2.2950 8.6372 0.285 -0.029 0.016
H -0.5321 1.2868 9.4364 -0.109 0.289 0.101
H -0.1373 2.9675 8.9639 -0.218 -0.175 0.118
H -1.3166 -0.2844 7.4255 0.373 0.330 -0.355
H -0.5277 -1.0316 5.1738 0.201 -0.385 0.034
H 1.8154 2.5147 4.7454 0.270 -0.140 0.108
H 1.0962 3.3122 6.9875 -0.352 -0.656 -0.314
```
Positions in Å, forces in eV/Å.

Output
Maximum force ... 5.348 eV/A
Gap between HOMO and LUMO (spin up / spin down) ... 0.210 / 0.146 Ha
E ... -3675.65465 a.u.
Net charge ... 0
HOMO energy (spin up / spin down) ... -6.18 / -6.18 eV
2S+1 ... 3

***

No. 6
The following is a quantum chemistry calculation of one molecule with the formula C4H6O in a non-equilibrium geometry, from the Open Molecules 2025 dataset.

XYZ file:
```
11
Properties=species:S:1:pos:R:3:forces:R:3
C -0.4008 -0.1031 0.8309 2.266 -0.704 -1.032
C -0.8433 0.3784 -0.2764 -0.501 0.140 0.102
C 0.6559 -0.6986 1.7139 0.469 -0.451 1.246
C -0.2111 0.5196 -1.6289 0.339 -0.051 -0.037
O 1.5788 -0.9361 0.7519 -2.219 1.111 -0.323
H -1.8648 0.7355 -0.1990 -0.234 0.080 0.164
H 0.9542 0.0577 2.4631 -0.116 -0.178 -0.033
H 0.2739 -1.5974 2.2263 -0.010 0.174 0.008
H -0.1276 -0.4575 -2.0956 -0.018 -0.071 -0.091
H 0.7921 0.9254 -1.5300 0.046 -0.030 0.025
H -0.8073 1.1762 -2.2562 -0.022 -0.020 -0.030
```
Positions in Å, forces in eV/Å.

Output
Maximum force ... 2.587 eV/A
Gap between HOMO and LUMO ... 0.306 Ha
E ... -231.08540 a.u.
Net charge ... 0
HOMO energy ... -9.22 eV

***

- Which of these has the lowest E?
  C22H38NiO3P2S